# 1
DFT (ωB97M-V/def2-TZVPD) results for one molecule with the formula C6H11FO.

Values from the calculation:
LUMO level   1.0 eV
SMILES   C[C@H]1[C@H](F)CO[C@@H]1C
Energy relative to the best compared isomer or geometry (same formula, charge and spin)   0.0000 eV
Gap between HOMO and LUMO   10.81 eV
Multiplicity   1
Energy   -11165.2383 eV
Charge   0

XYZ file:
```
19
Properties=species:S:1:pos:R:3:mulliken_charge:R:1
F 0.481 2.024 -0.849 -0.35
O 0.629 -0.209 1.411 -0.47
C 0.621 -0.823 0.115 0.29
C -0.437 1.299 -0.082 -0.01
C -0.554 -0.133 -0.614 0.30
C -1.895 -0.751 -0.232 -1.55
C 1.960 -0.679 -0.581 -1.49
C 0.117 1.105 1.337 -0.64
H -0.409 -0.150 -1.701 0.41
H 1.985 -1.203 -1.512 0.40
H 0.896 1.838 1.512 0.34
H -1.954 -1.794 -0.605 0.38
H -2.738 -0.198 -0.635 0.42
H 0.403 -1.912 0.289 0.33
H 2.157 0.361 -0.809 0.28
H -0.637 1.237 2.116 0.32
H -1.366 1.861 -0.089 0.39
H -2.017 -0.794 0.882 0.28
H 2.759 -1.078 0.047 0.37
```


# 2
DFT (ωB97M-V/def2-TZVPD) results for CH6N4S as an isolated structure.

Values from the calculation:
LUMO level   0.5 eV
Energy relative to the best compared isomer or geometry (same formula, charge and spin)   3.3084 eV
Gap between HOMO and LUMO   9.78 eV
Multiplicity   1
Energy   -17925.4934 eV
Charge   0

XYZ file:
```
12
Properties=species:S:1:pos:R:3:mulliken_charge:R:1
S -2.261 1.228 1.523 -0.16
N 0.499 0.100 -1.095 -0.13
N 1.312 -0.956 -1.458 -0.61
N -0.133 -1.014 0.951 -0.60
N -0.862 1.316 0.531 -0.36
C -0.248 0.021 0.202 0.48
H 2.565 -0.584 -1.442 0.27
H 0.408 -1.616 0.300 0.08
H -0.175 0.341 -1.837 0.25
H -0.377 2.173 0.479 0.26
H -1.577 0.898 2.605 0.14
H 0.850 -1.908 -0.759 0.39
```


# 3
DFT (ωB97M-V/def2-TZVPD) results for one molecule with the formula C6H13NO4.

Values from the calculation:
LUMO level   0.6 eV
SMILES   OC[C@H]1NC[C@H](O)[C@H](O)[C@H]1O
Energy relative to the best compared isomer or geometry (same formula, charge and spin)   0.5768 eV
Gap between HOMO and LUMO   9.43 eV
Multiplicity   1
Energy   -16112.2217 eV
Charge   0

XYZ file:
```
24
Properties=species:S:1:pos:R:3:mulliken_charge:R:1
O 1.462 -1.171 -2.293 -0.64
O -2.267 -0.517 0.612 -0.56
O 0.742 -0.093 2.228 -0.51
O -0.883 -1.946 -1.379 -0.64
N 0.705 1.646 0.047 -0.42
C -0.186 -1.116 -0.446 0.25
C 1.137 -0.565 -1.058 0.13
C -0.553 1.178 0.640 0.16
C -1.170 -0.002 -0.126 -0.48
C -0.312 0.864 2.121 -0.91
C 1.093 0.952 -1.194 -0.89
H 0.058 -1.678 0.461 0.28
H -1.576 0.358 -1.075 0.38
H 0.370 1.210 -1.991 0.28
H 1.441 1.489 0.713 0.33
H -1.238 0.507 2.578 0.46
H 2.044 1.373 -1.527 0.37
H 0.762 -0.391 3.142 0.31
H -0.274 -2.691 -1.608 0.36
H 1.918 -0.849 -0.379 0.31
H 0.651 -1.104 -2.836 0.39
H -2.621 -1.246 0.100 0.39
H -0.021 1.798 2.632 0.38
H -1.282 1.993 0.637 0.25
```


# 4
DFT (ωB97M-V/def2-TZVPD) results for C4H6N2O2 as an isolated structure.

Values from the calculation:
LUMO level   0.6 eV
Energy relative to the best compared isomer or geometry (same formula, charge and spin)   2.4430 eV
Gap between HOMO and LUMO   8.87 eV
Multiplicity   1
Energy   -11318.5989 eV
Charge   0

XYZ file:
```
14
Properties=species:S:1:pos:R:3:mulliken_charge:R:1
O -2.497 0.779 -0.538 -0.47
O 0.609 0.513 -0.449 -0.37
N 2.559 0.695 0.926 -0.43
N 1.059 -0.963 1.132 -0.52
C 1.345 0.157 0.652 0.50
C -1.660 -0.127 -1.224 -0.30
C -0.061 -1.310 0.480 -0.40
C -0.515 -0.304 -0.336 0.45
H -1.547 0.218 -2.360 0.19
H -0.741 -2.089 0.840 0.34
H -2.001 1.441 -0.115 0.31
H 2.974 1.465 0.437 0.21
H 2.811 0.544 1.955 0.27
H -2.335 -1.017 -1.401 0.22
```


# 5
DFT (ωB97M-V/def2-TZVPD) results for one molecule with the formula C5H12O2.

Values from the calculation:
LUMO level   1.0 eV
SMILES   CO[C@@H](C)CCO
Energy relative to the best compared isomer or geometry (same formula, charge and spin)   1.1729 eV
Gap between HOMO and LUMO   10.94 eV
Multiplicity   1
Energy   -9473.9628 eV
Charge   0

XYZ file:
```
19
Properties=species:S:1:pos:R:3:mulliken_charge:R:1
O -0.895 1.105 2.320 -0.54
O 0.992 0.588 0.127 -0.37
C -0.756 -0.843 0.820 -0.77
C -0.093 -0.183 -0.391 0.64
C 0.362 -1.188 -1.462 -1.51
C -1.622 0.103 1.651 -0.51
C 1.753 1.249 -0.859 -0.78
H 2.173 0.538 -1.581 0.29
H -0.193 1.397 1.721 0.39
H -1.389 -1.667 0.470 0.33
H -0.816 0.511 -0.856 0.28
H 1.156 1.992 -1.407 0.32
H 0.339 -0.752 -2.466 0.36
H -2.148 -0.473 2.422 0.32
H 1.381 -1.543 -1.271 0.34
H 2.578 1.749 -0.347 0.26
H -0.294 -2.063 -1.471 0.40
H 0.030 -1.271 1.454 0.27
H -2.399 0.542 0.998 0.27
```


# 6
DFT (ωB97M-V/def2-TZVPD) results for C19H19BrN4O2Pd as an isolated structure.

Values from the calculation:
LUMO level (spin up / spin down)   -13.1 / -18.4 eV
Energy relative to the best compared isomer or geometry (same formula, charge and spin)   0.0000 eV
Gap between HOMO and LUMO (spin up / spin down)   9.05 / 3.81 eV
Multiplicity   5
Energy   -103537.5973 eV
Charge   +4

XYZ file:
```
46
Properties=species:S:1:pos:R:3:mulliken_spin:R:1
Pd 0.379 -0.222 -0.512 1.02
Br -3.687 -1.054 4.080 0.51
O 0.015 -2.899 1.018 -0.02
O 2.674 1.185 1.051 -0.01
N -0.567 0.326 1.784 0.21
N 0.341 3.159 -0.192 0.01
N -2.761 -1.429 -0.152 0.01
N 3.269 -2.131 0.450 0.12
C 0.152 -1.967 0.359 0.21
C -0.959 2.025 3.433 -0.01
C -2.257 0.020 3.463 0.15
C -2.013 1.296 3.985 0.02
C -0.965 -0.182 -2.331 0.15
C 0.780 5.732 -0.135 0.00
C -0.314 -1.422 -2.418 0.07
C -1.483 -0.439 2.376 0.20
C 1.898 0.698 0.349 0.19
C 4.980 -3.235 -1.198 0.01
C 1.194 0.894 -2.422 0.07
C 0.548 4.303 -0.164 0.00
C -4.870 -2.961 -0.048 0.00
C 4.031 -2.627 -0.270 0.08
C -3.689 -2.123 -0.104 0.00
C 1.061 -1.491 -2.698 0.29
C -0.200 0.989 -2.333 0.17
C -0.257 1.495 2.334 0.16
C 1.814 -0.333 -2.692 0.28
H -5.742 -2.370 0.273 0.00
H -2.037 -0.127 -2.178 0.01
H -2.619 1.687 4.800 0.00
H 0.550 2.092 1.919 0.04
H -0.674 3.014 3.794 0.00
H 5.909 -3.556 -0.689 0.01
H 1.519 -2.469 -2.850 0.01
H -5.070 -3.379 -1.044 0.00
H 4.526 -4.111 -1.674 0.00
H 1.802 1.787 -2.313 0.00
H 1.386 6.021 -1.002 0.00
H 5.218 -2.503 -1.981 0.01
H -4.702 -3.781 0.664 0.00
H -1.642 -1.433 1.995 0.02
H 2.896 -0.359 -2.845 0.01
H 1.315 5.995 0.788 0.00
H -0.884 -2.338 -2.310 0.00
H -0.688 1.948 -2.187 0.01
H -0.178 6.272 -0.168 0.00
```